Model P:
# C6H9P

A 2-piece molecular cluster, C6H9P overall (the ωB97M-V functional and the def2-TZVPD basis, the Open Molecules 2025 dataset).

The LUMO energy comes out at 0.149 eV. The orbital gap comes out at 7.6040 eV.

Element x y z (Å)
C1 -1.6151 -1.3362 0.3386
C2 -0.7196 -1.4583 -0.6421
C3 3.2317 0.2834 -0.1058
C4 -1.5969 0.0204 0.9267
C5 -0.5381 0.7947 0.0530
C6 0.0891 -0.2896 -0.8083
P1 2.2175 -0.9178 0.4723
H1 -2.1663 -2.2214 0.5524
H2 -0.3026 -2.4035 -1.0153
H3 4.3234 0.4738 0.1382
H4 2.8692 1.1724 -0.5953
H5 -2.4451 0.5509 1.0610
H6 -1.2581 -0.2266 2.0274
H7 -1.0092 1.3009 -0.8089
H8 -0.1050 1.5498 0.6635
H9 0.3111 0.0385 -1.7884

Atom charges from the Löwdin analysis, given in e for atoms 1 to 5: number 1, C, carries -0.112; number 2, C, carries -0.201; number 3, C, carries -0.511; number 4, C, carries -0.171; number 5, C, carries -0.199

=====

Model Q:
# C6H9P

One molecule with the formula C6H9P (the ωB97M-V functional and the def2-TZVPD basis, the Open Molecules 2025 dataset).

The LUMO energy (spin up / spin down) comes out at -0.954 / 0.094 eV. The orbital gap (spin up / spin down) comes out at 6.1088 / 8.3758 eV.

Element x y z (Å)
C1 -1.0467 -1.3980 0.8061
C2 -0.8960 -1.5067 -0.6184
C3 1.3909 1.6063 0.2560
C4 1.9724 0.5064 -0.7068
C5 -0.6557 -0.0855 -0.0075
C6 0.6959 0.3400 0.0967
P1 -2.6118 0.8204 -0.0224
H1 -2.0117 -1.4083 1.2549
H2 -0.3479 -1.8191 1.6587
H3 -0.1266 -2.0968 -1.1604
H4 -1.8066 -1.7034 -1.1441
H5 1.9995 1.6341 1.1264
H6 1.0709 2.5621 -0.0769
H7 1.9363 0.5978 -1.8232
H8 2.7242 0.0007 -0.2420
H9 -2.2871 1.9499 0.6029

Atom charges from the Löwdin analysis, given in e for atoms 1 to 5: number 1, C, carries -0.223; number 2, C, carries -0.215; number 3, C, carries -0.107; number 4, C, carries -0.060; number 5, C, carries -0.465

=====

Going by the energies, model P is most stable and the next is 0.0928 hartree up.

=====

Model P:
# C10H10BrClCr

C10H10BrClCr as an isolated structure (the ωB97M-V functional and the def2-TZVPD basis, the Open Molecules 2025 dataset).

The LUMO energy (spin up / spin down) comes out at 5.413 / 5.377 eV. Its charge is -2. The orbital gap (spin up / spin down) comes out at 4.6151 / 4.6133 eV. The spin multiplicity is 5. Its expectation value of S² is 6.029.

Element x y z (Å)
C1 1.1298 3.5407 0.2515
C2 1.3615 2.4863 -0.7172
C3 2.0343 1.3925 -0.0608
H1 1.1235 2.5706 -1.7765
C4 2.1812 1.7686 1.3426
C5 1.6605 3.0828 1.5023
H2 1.7577 3.6939 2.3988
H3 0.7982 4.5384 0.0590
H4 2.3275 0.4560 -0.4813
H5 2.6770 1.2073 2.1218
Cr1 0.0794 1.5600 0.7513
Cl1 -1.1399 2.5802 2.4114
C6 -2.3724 -2.6907 -0.0243
C7 -1.1557 -3.3417 0.3313
C8 -0.2902 -3.3313 -0.8143
H6 -0.9692 -3.8608 1.2594
C9 -0.9763 -2.6723 -1.8835
C10 -2.2640 -2.2681 -1.4072
H7 -3.0536 -1.8330 -2.0015
H8 -3.2593 -2.6130 0.5873
H9 0.6558 -3.8485 -0.8953
H10 -0.6376 -2.5944 -2.9073
Br1 -1.6679 0.1765 -0.0474

Atom charges from the Löwdin analysis, given in e for atoms 1 to 5: number 1, C, carries -0.212; number 2, C, carries -0.227; number 3, C, carries -0.225; number 4, H, carries 0.095; number 5, C, carries -0.225

=====

Model Q:
# C10H10BrClCr

C10H10BrClCr as an isolated structure (the ωB97M-V functional and the def2-TZVPD basis, the Open Molecules 2025 dataset).

The LUMO energy (spin up / spin down) comes out at 5.519 / 5.464 eV. Its charge is -2. The orbital gap (spin up / spin down) comes out at 4.8872 / 5.4338 eV. The spin multiplicity is 5. Its expectation value of S² is 6.022.

Element x y z (Å)
C1 -2.5275 0.3016 -0.1982
C2 -1.7506 1.2520 0.5274
C3 -1.0763 0.5357 1.5771
H1 -1.6466 2.2868 0.2476
C4 -1.5156 -0.8398 1.5659
C5 -2.3553 -0.9713 0.4320
H2 -2.9572 -1.8311 0.1676
H3 -3.1595 0.5099 -1.0484
H4 -0.4425 1.0059 2.3178
H5 -1.3180 -1.6231 2.3196
Cr1 0.1785 -0.3924 -0.7309
Cl1 -0.3604 -2.5323 -1.3159
C6 2.2443 -0.5590 -1.2256
C7 2.1012 -0.9830 0.1587
C8 1.7508 0.1651 0.9181
H6 2.1685 -1.9939 0.5319
C9 1.7352 1.3001 0.0483
C10 2.0412 0.8521 -1.2621
H7 2.1048 1.4326 -2.1817
H8 2.4733 -1.1358 -2.1017
H9 1.5799 0.1978 1.9830
H10 1.5349 2.3229 0.3543
Br1 -0.8031 0.6993 -3.0848

Atom charges from the Löwdin analysis, given in e for atoms 1 to 5: number 1, C, carries -0.262; number 2, C, carries -0.220; number 3, C, carries -0.252; number 4, H, carries 0.063; number 5, C, carries -0.215

=====

Going by the energies, model Q is most stable and the next is 0.0337 hartree up.

=====

Model P:
# C5H12N3S

An isolated ion of composition C5H12N3S and charge +1 (the ωB97M-V functional and the def2-TZVPD basis, the Open Molecules 2025 dataset).

The LUMO energy comes out at -4.989 eV. Its charge is +1. The orbital gap comes out at 8.9128 eV.

Element x y z (Å)
C1 1.3530 -1.5937 -0.5627
C2 -1.0722 -0.3407 -0.0478
C3 -1.4823 1.9895 -0.8538
C4 1.9772 0.2811 0.9070
C5 -1.4715 1.0537 0.2733
N1 0.3729 -1.2580 -1.5517
N2 -0.6157 -0.6703 -1.1811
N3 1.2333 -0.9151 0.6128
S1 -2.1743 -1.4683 0.7212
H1 1.2622 -2.6135 -0.3416
H2 2.3624 -1.2599 -1.0139
H3 -0.4279 2.4883 -0.8991
H4 -2.1524 2.8429 -0.5738
H5 -1.7203 1.4524 -1.7856
H6 1.6571 0.9903 0.1740
H7 2.0038 0.6621 1.9694
H8 3.0106 -0.0179 0.8593
H9 -2.5025 0.8897 0.6600
H10 -0.9405 1.5496 1.0901
H11 1.0450 -1.4770 1.4078
H12 -1.7179 -2.5850 0.1362

Atom charges from the Löwdin analysis, given in e for atoms 1 to 5: number 1, C, carries -0.232; number 2, C, carries -0.616; number 3, C, carries -0.094; number 4, C, carries -0.055; number 5, C, carries -0.298

=====

Model Q:
# C5H12N3S

A 2-piece molecular cluster, C5H12N3S overall (the ωB97M-V functional and the def2-TZVPD basis, the Open Molecules 2025 dataset).

The LUMO energy comes out at -4.779 eV. Its charge is +1. The orbital gap comes out at 8.0340 eV.

Element x y z (Å)
C1 0.8952 1.0236 -1.7210
C2 -0.1526 0.4174 -2.4657
C3 0.6586 0.9810 -0.3303
C4 -0.6514 0.3651 0.1430
C5 -1.7287 1.4241 0.3327
N1 1.5492 1.4460 0.5627
N2 -0.7166 -0.5520 1.1405
N3 0.8213 -2.8054 1.0660
S1 -1.2680 -0.4724 -1.5902
H1 1.6188 1.5122 -2.3460
H2 -0.2293 0.5337 -3.5505
H3 -2.6060 0.9943 0.6045
H4 -1.8798 1.7932 -0.6146
H5 -1.3289 2.0388 1.0659
H6 1.1656 1.5593 1.4513
H7 2.5525 1.3905 0.4456
H8 -0.0241 -1.2782 1.0362
H9 -1.6532 -0.8748 1.4182
H10 1.7452 -2.8818 1.4584
H11 0.8967 -3.1972 0.1522
H12 0.3355 -3.4175 1.7411

Atom charges from the Löwdin analysis, given in e for atoms 1 to 5: number 1, C, carries -0.065; number 2, C, carries -0.375; number 3, C, carries -0.230; number 4, C, carries -0.619; number 5, C, carries -0.025

=====

Going by the energies, model Q is most stable and the next is 0.1118 hartree up.

=====

Model P:
# C5H12NO

One molecule with the formula C5H12NO (the ωB97M-V functional and the def2-TZVPD basis, the Open Molecules 2025 dataset).

The LUMO energy (spin up / spin down) comes out at 1.053 / -1.693 eV. The orbital gap (spin up / spin down) comes out at 9.9101 / 7.1637 eV. The spin multiplicity is 2. Its expectation value of S² is 0.754.

Element x y z (Å)
C1 -0.5341 -0.7604 -1.6846
C2 -0.8124 -2.2717 -1.8016
C3 0.1263 -0.4764 -0.3203
N1 0.2306 0.9810 -0.0840
C4 1.0889 1.3271 1.0436
C5 0.2968 1.8854 2.2585
O1 -1.0320 1.8902 2.1267
H1 -1.4570 -0.1895 -1.6251
H2 0.1161 -0.4142 -2.4802
H3 -0.4154 -2.6567 -2.7440
H4 -1.8745 -2.5157 -1.8329
H5 -0.3813 -2.8479 -0.9833
H6 -0.5306 -0.9585 0.4214
H7 1.0986 -0.9612 -0.2109
H8 -0.6941 1.2125 0.2102
H9 1.7029 0.4648 1.3058
H10 1.8562 2.0503 0.7666
H11 0.5758 2.9256 2.4968
H12 0.6391 1.3152 3.1372

Atom charges from the Löwdin analysis, given in e for atoms 1 to 5: number 1, C, carries -0.235; number 2, C, carries -0.114; number 3, C, carries -0.260; number 4, N, carries -0.064; number 5, C, carries -0.212

=====

Model Q:
# C5H12NO

One molecule with the formula C5H12NO (the ωB97M-V functional and the def2-TZVPD basis, the Open Molecules 2025 dataset).

The LUMO energy (spin up / spin down) comes out at 1.030 / -1.633 eV. The orbital gap (spin up / spin down) comes out at 9.8267 / 7.1214 eV. The spin multiplicity is 2. Its expectation value of S² is 0.755.

Element x y z (Å)
C1 -0.0084 -1.0120 -1.1541
N1 0.1159 0.4038 -0.7720
C2 -0.8572 0.8744 0.1836
C3 -0.7163 0.2887 1.6005
C4 0.5312 0.9663 2.3397
O1 1.4303 1.4108 1.4556
C5 0.5182 -1.2223 -2.5750
H1 -1.0437 -1.3605 -1.1510
H2 0.5595 -1.6329 -0.4482
H3 1.0219 0.4948 -0.3816
H4 -1.8395 0.7753 -0.2070
H5 -0.7264 1.9578 0.2742
H6 -0.3657 -0.7313 1.5269
H7 -1.6391 0.4142 2.1609
H8 0.9340 0.2418 3.0336
H9 0.0805 1.8039 2.8857
H10 0.1814 -0.3736 -3.1758
H11 0.2167 -2.1734 -2.9887
H12 1.6068 -1.1259 -2.6074

Atom charges from the Löwdin analysis, given in e for atoms 1 to 5: number 1, C, carries -0.287; number 2, N, carries -0.065; number 3, C, carries -0.249; number 4, C, carries -0.115; number 5, C, carries -0.315

=====

Going by the energies, model Q is most stable and the next is 0.0033 hartree up.

=====

Model P:
# H31O15

A 15-piece molecular cluster, H31O15 overall (the ωB97M-V functional and the def2-TZVPD basis, the Open Molecules 2025 dataset).

The LUMO energy comes out at -3.314 eV. Its charge is +1. The orbital gap comes out at 10.2126 eV.

Element x y z (Å)
O1 -1.5456 -3.3094 -1.5736
H1 -1.8042 -0.1944 -0.3212
H2 -2.0509 -2.8579 -0.9022
O2 4.1029 0.0292 2.0053
H3 4.8769 -0.0986 1.4427
H4 4.3716 0.7824 2.5459
O3 -1.1427 -0.1241 0.4317
H5 3.8714 -2.5654 0.4519
H6 -0.3076 -0.0678 -0.0489
O4 -1.6253 -1.6779 -4.0476
H7 -0.7036 -1.8807 -3.7959
H8 -2.1930 -2.3949 -3.7524
O5 2.1440 0.7935 0.4478
H9 2.9592 1.2433 0.2094
H10 2.4269 -0.1238 0.4386
O6 3.4883 -2.2455 -0.3687
H11 -2.9935 2.0635 -0.2105
H12 2.4668 3.1839 -2.6690
O7 -3.8688 2.3212 0.0826
H13 -3.7521 1.3180 1.3952
H14 2.1076 1.9510 -2.0040
O8 -1.1572 -0.2050 2.9333
H15 -0.3784 0.4545 3.3154
H16 -0.9537 -0.4193 1.9521
O9 2.0915 2.3258 -2.8968
H17 3.6789 -1.3150 -0.2080
H18 -1.2585 3.5953 -0.9142
O10 1.5588 -2.0395 1.5156
H19 1.7469 -2.1897 -2.8653
O11 -2.4444 -0.4183 -1.7467
H20 -3.4081 -0.4178 -1.7790
H21 -2.1709 -0.8069 -2.6137
O12 -3.4660 1.1074 2.3445
H22 -1.9242 0.4112 2.8373
H23 -4.2945 0.6069 2.4299
O13 -1.2805 3.4019 0.0257
H24 -3.8832 3.2177 0.4243
H25 -0.5729 2.8384 0.3315
O14 0.9352 -1.7922 -3.1664
H26 -1.5874 -4.2582 -1.5971
H27 0.9885 -0.8544 -2.9809
O15 0.7047 1.3040 3.1616
H28 1.6032 1.0720 2.8891
H29 0.8427 1.8906 3.9165
H30 1.4489 -1.1655 1.1882
H31 2.3523 -2.4894 1.7459

Atom charges from the Löwdin analysis, given in e for atoms 1 to 5: number 1, O, carries -0.033; number 2, H, carries 0.024; number 3, H, carries 0.027; number 4, O, carries -0.043; number 5, H, carries 0.062

=====

Model Q:
# H31O15

H31O15 as an isolated structure (the ωB97M-V functional and the def2-TZVPD basis, the Open Molecules 2025 dataset).

The LUMO energy comes out at -2.615 eV. Its charge is +1. The orbital gap comes out at 10.7966 eV.

Element x y z (Å)
O1 -1.3163 -0.1164 3.8785
H1 -2.1782 -0.0247 2.2554
H2 -1.4673 -0.9982 4.5141
O2 -0.2198 -0.0709 -4.1379
H3 -0.2732 -1.0623 -4.3836
H4 0.1002 0.4915 -4.8840
O3 -2.6918 0.3030 1.5491
H5 3.7676 0.3272 0.5035
H6 -2.2173 0.8820 0.8825
O4 3.8593 -2.5645 0.2105
H7 3.2607 -2.8782 0.9128
H8 4.5184 -1.8968 0.5805
O5 0.9840 0.0642 -1.3514
H9 0.5146 0.3438 -0.7142
H10 0.5840 0.0156 -2.1709
O6 3.2795 -0.1461 1.2610
H11 2.8384 -0.8989 0.6997
H12 -3.5008 -0.3961 0.8978
O7 1.8710 -1.7680 -3.1366
H13 2.7313 -1.9840 -2.6788
H14 2.2852 -1.1952 -3.7706
O8 -0.9488 1.5908 0.4961
H15 -0.1697 1.0599 0.8888
H16 -0.6906 2.4618 0.8522
O9 -2.6399 -2.8269 0.9555
H17 -2.5744 -3.5089 0.2078
H18 -3.0134 -3.4528 1.5999
O10 1.6779 2.7599 -1.0258
H19 2.2021 0.5808 2.4325
O11 -0.6299 3.7107 -2.0048
H20 -0.5629 3.4708 -2.9264
H21 -0.2599 4.4876 -2.0675
O12 1.3689 -2.4005 2.1739
H22 1.8344 -2.7891 2.9432
H23 1.5811 -1.4701 2.3285
O13 -4.1501 -0.7910 0.0431
H24 -4.8080 -0.2519 -0.2184
H25 -3.3590 -1.0086 -0.5676
O14 1.6246 1.1608 3.0212
H26 -0.4880 -0.2143 3.5632
H27 2.1544 1.8093 3.4317
O15 -2.6482 0.7929 -1.4219
H28 -1.6640 0.6542 -1.5641
H29 -2.8978 1.6833 -1.6947
H30 1.4734 3.6523 -0.9356
H31 0.8582 2.4118 -1.4284

Atom charges from the Löwdin analysis, given in e for atoms 1 to 5: number 1, O, carries -0.048; number 2, H, carries 0.018; number 3, H, carries 0.185; number 4, O, carries -0.100; number 5, H, carries 0.102

=====

Going by the energies, model P is most stable and the next is 0.0747 hartree up.